Here is 8 unconnected molecules or ions with the total composition C32H48O24 from OMol25. Energies are from the ωB97M-V functional and the def2-TZVPD basis.

The value obtained for the energy is -83100.142 eV. The largest force on an atom comes out at 6.56 eV Å⁻¹. The SMILES is C[C@H]1COC(=O)O1.C[C@H]1COC(=O)O1.C[C@H]1COC(=O)O1.C[C@H]1COC(=O)O1.C[C@H]1COC(=O)O1.C[C@H]1COC(=O)O1.C[C@H]1COC(=O)O1.C[C@H]1COC(=O)O1. The calculation puts the HOMO energy at -10.455 eV. The energy above the lowest of the compared OMol25 structures with the same formula, charge and spin is 119.5 kcal/mol. The value obtained for the gap between HOMO and LUMO is 10.530 eV.

Element x y z (Å)
C: -5.31887 20.70306 8.82298
C: -5.01911 19.72112 7.65158
C: -4.62558 20.40135 6.32580
O: -3.22299 19.98940 6.15667
C: -2.83912 19.29935 7.25797
O: -1.64860 18.97681 7.42447
O: -3.92978 18.98207 8.01696
H: -6.28556 21.18917 8.69146
H: -4.56877 21.48546 8.93822
H: -5.40257 20.24834 9.81006
H: -6.00496 19.29790 7.45901
H: -4.79354 21.47793 6.35516
H: -5.14785 19.90390 5.50857
C: -9.42619 22.37870 0.33762
C: -9.71736 22.09154 1.84812
C: -10.16615 20.68289 2.09656
O: -9.31188 20.16913 3.13754
C: -8.40492 21.11905 3.52288
O: -7.53596 21.06863 4.37824
O: -8.48133 22.16795 2.65530
H: -9.10558 23.41576 0.23862
H: -10.32821 22.14510 -0.22798
H: -8.63476 21.71188 -0.00456
H: -10.50018 22.78788 2.14878
H: -10.14006 20.19278 1.12331
H: -11.22469 20.72674 2.35282
C: -6.58413 25.56791 3.20444
C: -5.89844 25.82036 4.55002
C: -5.55011 27.30647 4.84860
O: -6.28787 27.49291 6.02093
C: -6.81681 26.23685 6.50717
O: -7.55149 26.08950 7.51119
O: -6.73675 25.42235 5.54991
H: -6.97750 24.56034 3.06975
H: -6.08943 25.60028 2.23370
H: -7.21914 26.41328 2.93946
H: -5.03091 25.16047 4.55695
H: -5.86358 28.07531 4.14240
H: -4.49295 27.43091 5.08320
C: -10.96673 27.01879 5.42064
C: -10.84282 25.96321 4.36900
C: -9.68845 24.98128 4.49830
O: -10.05926 23.65223 4.82096
C: -11.39027 23.62898 4.54457
O: -12.05080 22.62204 4.21370
O: -11.83405 24.95497 4.49839
H: -11.89885 27.56349 5.57075
H: -10.12707 27.67268 5.18508
H: -10.50917 26.64656 6.33725
H: -11.01689 26.30416 3.34843
H: -9.14949 25.41313 5.34158
H: -9.12407 24.94846 3.56636
C: -16.12163 21.79089 -3.81595
C: -14.97735 20.88659 -3.52107
C: -13.78688 21.22413 -4.43031
O: -12.88837 21.86687 -3.57671
C: -13.30268 21.75027 -2.27938
O: -12.64087 22.09713 -1.32433
O: -14.55385 21.24066 -2.20376
H: -15.86306 22.84093 -3.95259
H: -16.78389 21.77994 -2.95028
H: -16.65557 21.51669 -4.72580
H: -15.28045 19.84113 -3.57819
H: -13.91046 21.97506 -5.21065
H: -13.21791 20.33968 -4.71688
C: -9.35438 17.86957 5.60077
C: -10.79792 18.08205 6.16873
C: -11.70888 18.73563 5.08168
O: -12.90839 18.07244 5.38249
C: -12.71890 16.97097 6.07335
O: -13.62322 16.17368 6.21068
O: -11.41997 16.83723 6.37305
H: -8.84036 18.75415 5.22474
H: -9.36328 17.18040 4.75633
H: -8.64908 17.45825 6.32289
H: -10.90751 18.67254 7.07835
H: -11.38381 18.57376 4.05396
H: -11.66405 19.82234 5.15339
C: -14.95427 19.09604 2.82727
C: -14.29073 18.39818 1.59067
C: -13.75799 19.26029 0.43544
O: -12.43830 18.86771 0.28360
C: -12.10725 18.02617 1.29772
O: -10.92691 17.70126 1.48359
O: -13.11586 17.81900 2.09072
H: -14.99252 18.24813 3.51112
H: -15.93216 19.54327 2.64893
H: -14.24887 19.74525 3.34597
H: -14.88109 17.58611 1.16625
H: -13.69131 20.29732 0.76442
H: -14.14898 19.18192 -0.57900
C: -9.67796 23.28801 -4.53989
C: -9.23627 23.79561 -3.17847
C: -8.08467 24.76304 -3.17648
O: -8.48434 25.82497 -2.30373
C: -9.73724 25.65837 -1.91878
O: -10.32293 26.40733 -1.15075
O: -10.29938 24.59494 -2.62405
H: -10.05195 23.98699 -5.28800
H: -10.49936 22.57595 -4.46002
H: -8.81448 22.76687 -4.95334
H: -9.00787 22.99769 -2.47189
H: -7.93166 25.21469 -4.15663
H: -7.20277 24.21352 -2.84723